The following is a DFT calculation (ωB97M-V/def2-TZVPD) of a single C21H19N3O4 molecule.

Properties
LUMO: 0.01528 hartree
Relative energy (zero: lowest compared OMol25 entry of this formula, charge and spin): 0.0 kcal per mole
HOMO: -0.309 hartree
Max |F|: 0.0137 hartree/bohr
2S+1: 1
SMILES: COc1ccc(-n2c(=O)[nH]cc(C(=O)N3CCCc4ccccc43)c2=O)cc1

```
47
C21H19N3O4 (ωB97M-V/def2-TZVPD)
C 1.61 5.93 -1.51
O 1.96 5.08 -0.44
C 1.90 3.74 -0.62
C 1.51 3.11 -1.80
C 1.49 1.73 -1.87
C 1.85 0.97 -0.78
N 1.80 -0.46 -0.84
C 3.00 -1.13 -0.81
O 4.07 -0.59 -0.76
N 2.89 -2.51 -0.86
C 1.70 -3.17 -0.80
C 0.53 -2.50 -0.76
C -0.77 -3.23 -0.69
O -0.99 -4.22 -1.37
N -1.69 -2.72 0.16
C -3.06 -3.19 0.01
C -4.08 -2.22 0.60
C -3.59 -0.78 0.41
C -2.33 -0.65 1.21
C -2.04 0.40 2.06
C -0.86 0.42 2.79
C 0.02 -0.65 2.70
C -0.26 -1.71 1.86
C -1.41 -1.70 1.09
C 0.53 -1.05 -0.92
O -0.45 -0.36 -1.12
C 2.23 1.59 0.41
C 2.27 2.96 0.48
H 2.27 5.78 -2.37
H 0.57 5.78 -1.82
H 1.73 6.94 -1.14
H 1.23 3.68 -2.67
H 1.18 1.24 -2.79
H 3.76 -3.02 -0.88
H 1.73 -4.25 -0.76
H -3.23 -3.33 -1.06
H -3.15 -4.18 0.49
H -4.21 -2.40 1.66
H -5.04 -2.37 0.11
H -3.37 -0.59 -0.64
H -4.33 -0.06 0.75
H -2.74 1.22 2.15
H -0.64 1.25 3.44
H 0.92 -0.65 3.29
H 0.42 -2.55 1.81
H 2.51 0.99 1.26
H 2.57 3.46 1.38
```